No. 1
ORCA calculation (ωB97M-V/def2-TZVPD) on a structure of composition C22H33N3P at a distorted geometry.

Kohn-Sham gap in eV: 5.894
Molecular weight in g mol⁻¹: 370.50
E_LUMO in eV: -4.23
Total charge: +1
Highest occupied orbital energy in eV: -10.1
ΔE to the lowest compared entry with this formula, charge and spin in kcal per mole: 21.7
E in eV: -37101.7039
Spin multiplicity: 1

Last column: Mulliken charge in e.
Element x y z (Å)
C 3.2382 3.0610 -0.5380  -1.33
N 2.0904 2.6449 0.2693  0.11
C 1.8336 3.3980 1.4149  0.07
C 2.8217 4.1172 2.1508  -0.11
C 2.4631 4.8994 3.2618  -0.64
C 1.1168 5.0579 3.6038  -0.46
C 0.1309 4.3776 2.8821  -0.58
C 0.4896 3.5195 1.8410  -0.01
C 1.3814 1.3931 -0.0443  0.05
H 3.3452 4.1404 -0.4509  0.48
H 4.2029 2.6093 -0.2438  0.34
H 3.0032 2.8876 -1.5886  0.43
H 3.8853 4.0703 1.8717  0.40
H 3.2418 5.3874 3.8546  0.38
H 0.8341 5.7103 4.4487  0.34
H -0.9211 4.5291 3.1280  0.38
H -0.2948 3.0295 1.2393  0.20
H 1.4201 0.8823 0.9749  0.41
H 2.1804 0.8980 -0.6751  0.44
C 1.4729 -1.6955 -3.4995  -1.27
C -0.0044 -1.3877 -3.2303  0.83
C -0.3407 0.0141 -3.7436  -1.95
C -0.8893 -2.4093 -3.9433  -1.44
N -0.2851 -1.4110 -1.7772  0.60
P -1.0760 -0.1634 -0.9888  -0.53
H 0.3281 0.8343 -0.5131  -0.50
N -1.2779 -1.0752 0.4029  0.64
C -2.2001 -0.6799 1.4958  0.94
C -3.4216 -1.5998 1.5096  -1.54
C -2.6571 0.7533 1.2199  -1.99
C -1.4774 -0.7395 2.8476  -1.30
C -0.7491 -2.3791 0.2809  1.61
C -0.1713 -2.5720 -0.9847  1.83
C 0.3145 -3.8262 -1.3565  -0.96
C 0.2229 -4.8914 -0.4496  -1.14
C -0.3583 -4.7020 0.8060  -1.13
C -0.8535 -3.4433 1.1778  -0.93
H 1.7815 -2.6779 -3.1355  0.32
H 1.6414 -1.6546 -4.5873  0.43
H 2.1153 -0.9643 -2.9957  0.27
H -1.4008 0.2618 -3.6025  0.47
H 0.2808 0.7777 -3.2586  0.43
H -0.1620 0.0585 -4.8278  0.47
H -1.9405 -2.2025 -3.7116  0.34
H -0.7725 -2.3079 -5.0299  0.43
H -0.6038 -3.4339 -3.6885  0.35
H -3.1584 -2.6151 1.8196  0.35
H -4.1585 -1.2329 2.2358  0.43
H -3.9038 -1.5765 0.5258  0.34
H -1.8045 1.4456 1.2352  0.48
H -3.1880 0.8418 0.2621  0.45
H -3.3707 1.0673 1.9965  0.50
H -0.6098 -0.0696 2.8446  0.29
H -2.1862 -0.4364 3.6343  0.45
H -1.0940 -1.7340 3.0852  0.31
H 0.7277 -4.0155 -2.3488  0.21
H 0.5730 -5.8842 -0.7465  0.39
H -0.4623 -5.5474 1.4916  0.39
H -1.3435 -3.3391 2.1477  0.23


No. 2
ORCA calculation (ωB97M-V/def2-TZVPD) on a structure of composition C22H33N6O3Tb at a distorted geometry.

Kohn-Sham gap (spin up / spin down) in eV: 8.274 / 8.270
Molecular weight in g mol⁻¹: 588.47
E_LUMO (spin up / spin down) in eV: -6.09 / -6.09
Total charge: +2
Highest occupied orbital energy (spin up / spin down) in eV: -14.4 / -14.4
ΔE to the lowest compared entry with this formula, charge and spin in kcal per mole: 17.2
E in eV: -60858.8980
Spin multiplicity: 7

Last column: Mulliken spin population.
Element x y z (Å)
Tb 0.0005 0.1061 0.5100  5.95
N 1.4444 1.0421 2.3800  0.00
C 1.0713 0.3288 3.6142  0.00
C 1.2173 -1.1887 3.4814  0.00
N 0.6040 -1.7777 2.3029  0.00
C 1.5044 -2.8105 1.6837  0.00
C 2.7219 -2.1725 1.0001  0.00
N 2.3724 -1.0727 0.0568  0.00
C -0.6766 -2.4379 2.6115  0.01
C -1.7131 -1.5175 3.2430  0.00
N -1.9888 -0.3760 2.3353  0.00
H 2.4714 0.9576 2.1862  0.00
H 1.2699 2.0595 2.4937  0.00
H 0.0195 0.5944 3.8568  0.00
H 1.6814 0.5728 4.4473  0.00
H 0.7952 -1.6575 4.3562  0.00
H 2.2796 -1.3391 3.5347  0.00
H 0.9164 -3.3439 0.9799  0.00
H 1.8660 -3.4603 2.4934  0.00
H 3.2412 -2.9708 0.5151  0.00
H 3.2914 -1.6864 1.7866  0.00
H 2.0727 -1.5411 -0.8139  0.00
H 3.2415 -0.6472 -0.3256  0.00
H -0.4437 -3.3252 3.2428  0.00
H -0.9797 -2.8651 1.6897  0.00
H -1.4504 -1.1459 4.2548  0.00
H -2.7086 -2.0784 3.4373  0.00
H -2.3288 0.4899 2.7616  0.00
H -2.7257 -0.6138 1.6405  0.00
C -3.7853 3.0444 0.0647  0.00
C -2.4180 3.4087 0.6387  0.00
C -1.8967 4.7457 0.0010  0.00
O -2.4344 3.4488 2.0256  0.00
C -1.4931 2.1917 0.3664  0.00
O -1.9196 1.0923 -0.1813  0.00
O -0.3101 2.2827 0.8451  0.00
H -4.4024 3.9487 -0.0180  0.00
H -4.3013 2.3239 0.7337  0.00
H -3.6466 2.5758 -0.9196  0.00
H -2.7462 5.4605 0.0240  0.00
H -1.6216 4.6134 -1.0696  0.00
H -1.0302 5.0547 0.6313  0.00
H -3.2263 3.8470 2.3515  0.00
C 2.4894 2.3871 -2.7119  0.00
C 1.6802 2.0204 -1.6192  0.01
N 0.9234 0.9548 -1.6299  0.00
C 0.9521 0.0712 -2.6518  0.00
C 1.6513 0.4747 -3.8969  0.00
C 2.4295 1.6352 -3.8556  0.00
C 1.4997 -0.2939 -5.0698  0.00
C 0.6484 -1.3825 -5.1111  0.00
C 0.0578 -1.8668 -3.9179  0.00
C -0.6143 -3.1021 -3.9699  0.00
C -1.1351 -3.5778 -2.7577  0.00
C -0.9879 -2.8365 -1.5587  0.00
N -0.4408 -1.6065 -1.5398  0.01
C 0.1850 -1.1524 -2.6676  0.00
H 3.3093 3.1761 -2.6336  0.00
H 1.7092 2.5589 -0.7458  0.00
H 3.1035 1.7847 -4.7034  0.00
H 1.9798 0.0090 -5.9806  0.00
H 0.4755 -1.9728 -5.9947  0.00
H -0.7837 -3.5754 -4.9433  0.00
H -1.4986 -4.5968 -2.6366  0.00
H -1.4688 -3.2700 -0.6532  0.00


No. 3
ORCA calculation (ωB97M-V/def2-TZVPD) on a structure of composition C22H33N8OReS at a distorted geometry.

Kohn-Sham gap (spin up / spin down) in eV: 6.419 / 6.274
Molecular weight in g mol⁻¹: 643.84
E_LUMO (spin up / spin down) in eV: -10.50 / -10.55
Total charge: +3
Highest occupied orbital energy (spin up / spin down) in eV: -16.9 / -16.8
ΔE to the lowest compared entry with this formula, charge and spin in kcal per mole: 41.3
E in eV: -50259.5614
Spin multiplicity: 2

Last column: Mulliken spin population.
Element x y z (Å)
Re 0.0453 -0.3648 0.2486  0.49
C -1.9963 -2.4099 1.6990  0.02
C -2.3190 -2.2244 0.2133  -0.03
N -1.1100 -2.0638 -0.6367  0.01
C -0.4112 -3.3276 -0.9741  0.03
C 0.2522 -4.0075 0.2295  -0.02
N 0.9210 -3.0270 1.0751  0.11
C 0.7909 -3.1879 2.5201  0.00
C -0.0372 -2.0365 3.1300  0.02
N -0.9375 -1.4741 2.1249  -0.02
H -2.9192 -2.2380 2.2630  0.00
H -1.6756 -3.4272 1.9027  0.00
H -2.9193 -3.0716 -0.1378  0.01
H -2.9146 -1.3125 0.1007  0.00
H -1.4661 -1.7357 -1.5384  0.00
H -1.1099 -4.0312 -1.4405  0.00
H 0.3572 -3.0891 -1.7106  0.00
H -0.4819 -4.5768 0.7996  0.00
H 0.9649 -4.7429 -0.1596  0.00
H 1.8986 -2.9531 0.8194  -0.01
H 0.3324 -4.1499 2.7599  0.00
H 1.7750 -3.1781 2.9888  0.00
H -0.5926 -2.4017 4.0004  0.00
H 0.6318 -1.2397 3.4627  -0.01
H -1.3999 -0.6631 2.5346  -0.01
S 2.8391 -0.5752 1.2797  0.36
C 2.9440 -0.8545 -0.4128  0.01
C 4.1419 -1.0606 -1.0984  -0.01
C 4.0942 -1.3454 -2.4471  0.00
C 2.8470 -1.3870 -3.0764  0.00
C 1.7063 -1.1525 -2.3363  -0.02
N 1.7357 -0.9014 -1.0138  -0.01
H 5.0745 -1.0200 -0.5600  0.00
H 5.0006 -1.5367 -3.0010  0.00
H 2.7673 -1.6068 -4.1300  0.00
H 0.7377 -1.1725 -2.8173  0.00
C -2.8936 3.2844 1.8254  0.00
N -1.5056 3.0034 2.1328  0.00
C -0.7334 3.8749 2.8241  0.00
C 0.5840 3.6359 3.0197  0.00
C 1.1699 2.4628 2.4535  0.00
N 0.3804 1.6147 1.7630  0.05
C -0.9388 1.8647 1.6490  -0.01
O -1.6323 0.9887 1.0727  -0.01
N 2.4620 2.2350 2.6067  0.00
H -3.2432 4.1228 2.4213  0.00
H -3.5052 2.4069 2.0298  0.00
H -2.9818 3.5347 0.7657  0.00
H -1.2186 4.7554 3.2166  0.00
H 1.2010 4.3250 3.5717  0.00
H 3.0230 2.8727 3.1521  0.00
H 2.8980 1.3899 2.2586  0.00
C -1.3944 3.5822 -4.6112  0.00
C -1.0194 2.6786 -3.5083  0.01
C 0.2672 2.6626 -2.9535  0.00
C 0.5698 1.8020 -1.9186  0.03
N -0.3257 0.9536 -1.3924  -0.02
C -1.5703 0.9810 -1.8939  0.02
C -1.9467 1.8011 -2.9326  0.00
H -0.5289 4.0138 -5.1045  0.00
H -1.9935 4.4028 -4.2118  0.00
H -2.0222 3.0821 -5.3468  0.00
H 1.0312 3.3224 -3.3365  0.00
H 1.5639 1.7886 -1.4884  0.00
H -2.3018 0.3341 -1.4308  -0.01
H -2.9623 1.7698 -3.2947  0.00


Question: Among the records above, which one has the highest total charge?
Answer: C22H33N8OReS